Record 1
The following is a DFT calculation (ωB97M-V/def2-TZVPD) of a cluster of 13 separate species, C61H71N11O6S2 in total at a distorted geometry.

```
151
Properties=species:S:1:pos:R:3
O -22.11 20.35 12.91
S -22.46 18.95 12.88
O -21.91 18.07 13.90
O -23.99 19.03 12.97
C -24.85 17.92 13.31
C -26.10 18.45 13.92
C -22.25 18.23 11.38
H -24.38 17.26 14.00
H -25.09 17.38 12.38
H -26.68 17.66 14.35
H -26.75 19.01 13.30
H -25.88 19.09 14.79
H -23.05 17.49 11.21
H -21.31 17.62 11.32
H -22.26 18.99 10.61
O -20.02 15.83 12.23
S -21.04 14.89 12.70
O -22.36 15.37 12.58
O -20.89 13.67 11.78
C -21.99 12.86 11.43
C -21.57 11.85 10.41
C -20.63 14.29 14.24
H -22.79 13.52 11.05
H -22.47 12.38 12.31
H -21.16 12.28 9.48
H -22.45 11.27 10.12
H -20.77 11.18 10.79
H -21.45 13.58 14.47
H -20.70 15.22 14.76
H -19.63 13.86 14.07
N -17.08 7.64 15.51
C -16.95 8.95 15.71
C -17.09 9.94 14.77
C -17.35 9.46 13.50
C -17.43 8.16 13.20
C -17.24 7.26 14.26
H -16.86 9.26 16.76
H -17.05 10.98 15.08
H -17.49 10.20 12.70
H -17.52 7.83 12.18
H -17.35 6.22 14.08
N -25.40 14.55 16.00
C -24.92 13.38 15.53
C -23.89 12.70 16.14
C -23.22 13.27 17.25
C -23.61 14.52 17.65
C -24.66 15.13 16.96
H -25.43 12.83 14.76
H -23.57 11.73 15.76
H -22.44 12.73 17.77
H -23.18 15.10 18.43
H -24.95 16.14 17.24
N -21.94 8.15 8.98
C -21.97 7.59 10.18
C -22.55 6.33 10.47
C -23.29 5.80 9.38
C -23.28 6.32 8.13
C -22.57 7.49 7.96
H -21.39 8.13 10.88
H -22.46 5.87 11.45
H -23.94 4.97 9.61
H -23.75 5.89 7.24
H -22.45 7.92 6.97
N -16.10 17.70 12.91
C -15.44 17.33 13.98
C -16.00 16.70 15.09
C -17.41 16.67 15.14
C -18.16 17.18 14.10
C -17.43 17.63 13.00
H -14.39 17.55 13.97
H -15.39 16.27 15.86
H -17.87 16.31 16.05
H -19.23 17.27 14.12
H -17.91 17.90 12.09
N -17.95 13.18 12.94
C -16.95 13.99 13.25
C -15.98 14.38 12.37
C -16.11 14.05 11.04
C -17.09 13.09 10.71
C -18.02 12.75 11.66
H -16.85 14.34 14.29
H -15.23 15.06 12.73
H -15.52 14.55 10.27
H -17.21 12.73 9.69
H -18.81 12.13 11.36
N -21.87 10.26 13.84
C -20.88 10.51 14.76
C -20.78 9.81 15.96
C -21.62 8.69 16.11
C -22.61 8.42 15.15
C -22.71 9.26 14.09
H -20.26 11.43 14.57
H -20.02 9.93 16.75
H -21.53 8.01 16.96
H -23.30 7.57 15.22
H -23.40 9.09 13.28
N -20.42 15.57 17.67
C -19.54 15.86 18.59
C -19.19 17.17 18.89
C -19.81 18.21 18.26
C -20.80 17.93 17.33
C -21.04 16.58 17.04
H -19.07 15.07 19.09
H -18.44 17.32 19.63
H -19.54 19.22 18.50
H -21.38 18.71 16.79
H -21.79 16.25 16.36
N -18.09 9.73 9.72
C -16.79 9.71 9.82
C -15.95 8.99 8.97
C -16.58 8.36 7.92
C -17.92 8.53 7.69
C -18.66 9.14 8.67
H -16.46 10.34 10.75
H -14.91 8.96 9.07
H -15.95 7.88 7.19
H -18.37 8.15 6.79
H -19.73 9.25 8.71
N -20.17 15.41 6.43
C -19.56 15.41 7.58
C -20.21 15.28 8.86
C -21.57 15.31 8.82
C -22.27 15.34 7.61
C -21.53 15.35 6.45
H -18.47 15.56 7.54
H -19.64 15.28 9.76
H -22.17 15.27 9.76
H -23.34 15.23 7.47
H -21.94 15.40 5.44
N -25.37 14.77 10.40
C -25.46 14.81 11.69
C -26.63 14.72 12.42
C -27.79 14.53 11.68
C -27.75 14.37 10.30
C -26.48 14.51 9.73
H -24.53 14.84 12.28
H -26.63 14.86 13.50
H -28.76 14.32 12.17
H -28.65 14.22 9.68
H -26.32 14.36 8.67
N -22.54 10.65 5.86
C -21.61 10.93 6.75
C -20.34 11.45 6.46
C -20.06 11.78 5.20
C -21.03 11.57 4.22
C -22.25 11.07 4.62
H -21.77 10.59 7.75
H -19.68 11.56 7.30
H -19.06 12.13 5.00
H -20.85 11.92 3.18
H -22.99 10.89 3.84
```

## Properties
* HOMO: -9.2159 eV
* HOMO-LUMO gap: 9.7 eV
* LUMO: 0.5 eV

These are the Mulliken partial charges, in e, on atoms 1 to 4:
1. O -0.776
2. S 1.223
3. O -0.378
4. O -0.411

Record 2
The following is a DFT calculation (ωB97M-V/def2-TZVPD) of a structure of composition C61H88BBr6O39S7 at a distorted geometry.

```
202
Properties=species:S:1:pos:R:3
O 2.78 -0.13 2.81
C 1.86 -0.47 2.10
O 1.49 -0.08 0.91
B 0.35 -0.87 0.42
O 0.08 -1.91 1.51
C 0.91 -1.67 2.48
O 0.88 -2.22 3.61
O 0.69 -1.54 -0.89
C -0.01 -0.83 -1.88
O 0.08 -1.02 -3.11
C -0.92 0.18 -1.09
O -0.74 0.03 0.22
O -1.83 0.86 -1.61
Br 5.51 -2.50 3.56
C 4.80 -1.11 2.41
C 5.97 -0.10 2.26
Br 5.32 1.48 1.17
H 3.94 -0.59 2.83
H 4.52 -1.58 1.46
H 6.73 -0.62 1.69
H 6.38 0.38 3.14
Br 4.07 -0.34 4.92
C 2.82 -1.61 4.03
C 2.90 -3.01 4.73
Br 2.03 -2.86 6.53
H 3.10 -1.74 2.98
H 1.84 -1.15 4.15
H 3.95 -3.25 4.85
H 2.44 -3.84 4.19
Br 2.92 4.52 -0.34
C 3.53 3.21 1.08
C 2.45 2.10 1.30
Br 0.82 2.82 2.18
H 3.77 3.81 1.96
H 4.45 2.79 0.67
H 2.78 1.28 1.94
H 2.10 1.63 0.38
O -5.24 0.29 -3.19
S -4.09 0.42 -4.08
O -4.22 0.34 -5.54
O -3.23 1.86 -3.79
C -3.42 2.62 -2.62
C -4.23 3.87 -3.03
C -2.91 -0.80 -3.34
H -2.43 2.86 -2.24
H -3.95 2.11 -1.81
H -5.11 3.73 -3.65
H -3.75 4.55 -3.74
H -4.50 4.42 -2.13
H -2.20 -0.36 -2.64
H -2.39 -1.44 -4.05
H -3.55 -1.45 -2.75
O -2.48 -2.02 -0.17
S -1.80 -3.33 0.05
O -1.44 -3.81 1.38
O -2.79 -4.49 -0.56
C -2.56 -5.89 -0.41
C -2.71 -6.45 -1.78
C -0.43 -3.61 -1.19
H -3.34 -6.25 0.27
H -1.58 -6.16 -0.03
H -2.57 -7.54 -1.79
H -1.96 -6.01 -2.44
H -3.76 -6.37 -2.08
H -0.88 -3.51 -2.18
H -0.13 -4.63 -0.95
H 0.22 -2.79 -0.89
O -2.68 -6.65 1.80
S -2.65 -6.51 3.31
O -2.80 -7.62 4.29
O -1.14 -5.91 3.64
C -0.70 -4.91 2.75
C 0.45 -4.18 3.38
C -3.78 -5.12 3.81
H -1.39 -4.09 2.56
H -0.45 -5.47 1.85
H 1.27 -4.90 3.41
H 0.19 -3.95 4.41
H 0.77 -3.25 2.89
H -3.66 -4.30 3.10
H -3.55 -4.82 4.83
H -4.79 -5.54 3.77
O 0.71 4.91 -1.69
S -0.47 5.00 -0.84
O -1.80 5.06 -1.39
O -0.42 3.83 0.28
C -0.72 2.53 -0.29
C -2.07 2.19 0.22
C -0.20 6.47 0.17
H 0.10 1.87 -0.01
H -0.84 2.49 -1.37
H -2.01 2.33 1.30
H -2.23 1.14 0.00
H -2.89 2.87 0.02
H 0.19 7.26 -0.48
H 0.46 6.22 1.00
H -1.19 6.80 0.50
O -0.25 1.50 5.03
S -0.92 0.21 4.91
O -2.10 -0.13 5.63
O -1.08 -0.04 3.23
C -1.68 1.01 2.40
C -2.92 1.63 3.02
C 0.38 -1.10 5.13
H -1.87 0.48 1.47
H -0.94 1.79 2.20
H -2.72 2.63 3.40
H -3.37 1.04 3.82
H -3.60 1.65 2.17
H 0.08 -2.03 4.65
H 0.39 -1.20 6.22
H 1.35 -0.78 4.75
O 2.41 -2.64 -5.32
S 2.69 -1.26 -4.93
O 4.05 -0.71 -4.83
O 1.83 -0.33 -6.02
C 1.81 1.08 -5.81
C 1.75 1.70 -7.29
C 1.77 -0.80 -3.47
H 2.74 1.47 -5.40
H 1.01 1.36 -5.13
H 1.94 2.77 -7.21
H 0.76 1.59 -7.73
H 2.50 1.26 -7.95
H 1.90 -1.57 -2.71
H 0.74 -0.71 -3.82
H 2.25 0.14 -3.21
O 4.05 2.73 -3.87
S 2.81 3.36 -4.35
O 2.45 3.36 -5.77
O 1.67 2.46 -3.56
C 1.93 2.32 -2.19
C 0.80 1.46 -1.76
C 2.46 5.12 -3.49
H 1.96 3.25 -1.63
H 2.88 1.83 -1.97
H 0.90 1.49 -0.68
H 0.95 0.49 -2.23
H -0.15 1.84 -2.14
H 2.85 5.10 -2.48
H 1.38 5.27 -3.41
H 2.91 5.91 -4.08
C -2.69 -1.77 1.96
C -1.82 -2.38 2.83
C -2.09 -2.61 4.26
O -1.31 -3.16 4.93
C -3.30 -1.91 4.67
C -4.19 -1.36 3.81
C -4.00 -1.30 2.31
O -4.92 -0.91 1.56
H -2.32 -1.59 0.96
H -0.92 -2.77 2.38
H -3.50 -2.02 5.73
H -5.10 -1.08 4.32
C -1.00 1.33 -3.54
C -0.93 0.37 -4.44
C -1.00 0.54 -5.98
O -0.85 -0.35 -6.82
C -1.18 2.01 -6.27
C -1.16 2.95 -5.32
C -0.95 2.75 -3.89
O -0.80 3.61 -3.02
H -1.19 1.11 -2.50
H -0.95 -0.67 -4.13
H -1.28 2.29 -7.31
H -1.28 4.01 -5.52
C 4.58 0.18 -2.35
C 4.55 -1.09 -2.80
C 3.94 -2.17 -2.05
O 3.81 -3.24 -2.65
C 3.52 -1.78 -0.74
C 3.45 -0.48 -0.29
C 3.96 0.64 -1.06
O 3.89 1.85 -0.66
H 4.98 0.96 -2.98
H 5.01 -1.36 -3.74
H 3.20 -2.55 -0.05
H 3.04 -0.20 0.67
C 2.52 1.80 4.04
C 3.79 1.35 3.81
C 5.02 2.06 4.09
O 6.10 1.63 3.94
C 4.67 3.39 4.76
C 3.49 3.90 4.92
C 2.27 3.14 4.60
O 1.13 3.66 4.73
H 1.69 1.16 3.80
H 3.84 0.41 3.28
H 5.55 3.92 5.09
H 3.40 4.83 5.47
C -3.75 -0.89 -0.63
C -3.37 0.27 -0.10
C -4.29 1.40 0.23
O -3.93 2.47 0.67
C -5.63 1.05 -0.06
C -6.05 -0.13 -0.52
C -5.13 -1.25 -0.86
O -5.51 -2.30 -1.32
H -2.97 -1.59 -0.87
H -2.33 0.41 0.15
H -6.38 1.80 0.16
H -7.11 -0.28 -0.65
```

## Properties
* net charge: -1
* HOMO: -5.4670 eV
* HOMO-LUMO gap: 4.4 eV
* LUMO: -1.0 eV

These are the Mulliken partial charges, in e, on atoms 1 to 4:
1. O 0.761
2. C 0.748
3. O 0.033
4. B -0.407